Record 1
Molecular formula: C4H10O
Method: DFT, the ωB97M-V functional and the def2-TZVPD basis

LUMO energy, eV: 1.15
Molar mass, g/mol: 74.12
Maximum force, eV Å⁻¹: 0.32
Frontier orbital gap, eV: 10.774
HOMO, eV: -9.63
Energy, eV: -6357.2006
Relative energy (zero: lowest compared OMol25 entry of this formula, charge and spin), eV: 0.6023

Cartesian coordinates (Å):
1 C -1.14 -1.71 0.28
2 O -0.96 -0.43 -0.26
3 C 0.28 0.18 0.08
4 C 1.10 0.37 -1.19
5 C -0.03 1.50 0.77
6 H -2.11 -2.08 -0.08
7 H -1.16 -1.70 1.39
8 H -0.36 -2.41 -0.04
9 H 0.84 -0.47 0.77
10 H 0.56 1.02 -1.89
11 H 1.27 -0.59 -1.68
12 H 2.07 0.83 -0.97
13 H 0.88 2.04 1.05
14 H -0.62 1.32 1.68
15 H -0.63 2.13 0.11



Record 2
Molecular formula: C22H53BO6
Method: DFT, the ωB97M-V functional and the def2-TZVPD basis

LUMO energy, eV: 0.10
Molar mass, g/mol: 424.47
Maximum force, eV Å⁻¹: 8.78
Frontier orbital gap, eV: 9.613
HOMO, eV: -9.51
Energy, eV: -36628.1792
Relative energy (zero: lowest compared OMol25 entry of this formula, charge and spin), eV: 6.1464

Cartesian coordinates (Å):
1 B 2.09 -1.00 0.15
2 C 3.49 -1.86 -0.16
3 C 4.68 -0.75 -0.37
4 C 6.13 -1.45 -0.81
5 C 7.09 -0.16 -1.27
6 O 7.53 0.61 -0.24
7 O 7.37 0.12 -2.69
8 C 6.91 1.47 -3.08
9 C 5.93 1.42 -4.41
10 H 2.07 0.12 -0.26
11 H 1.20 -1.43 0.79
12 H 3.74 -2.65 0.68
13 H 3.43 -2.48 -1.17
14 H 4.41 -0.03 -1.29
15 H 4.81 -0.01 0.55
16 H 5.98 -2.23 -1.69
17 H 6.61 -2.04 0.08
18 H 6.35 2.03 -2.20
19 H 7.88 2.10 -3.34
20 H 6.25 0.51 -5.09
21 H 6.07 2.46 -4.97
22 H 4.78 1.38 -4.11
23 C -3.40 -0.69 4.12
24 C -2.09 -1.44 3.98
25 O -1.44 -1.22 2.74
26 C -1.04 0.13 2.46
27 C -0.05 0.68 3.46
28 H -4.05 -0.88 3.26
29 H -3.92 -0.99 5.03
30 H -3.24 0.39 4.17
31 H -2.30 -2.52 4.03
32 H -1.42 -1.22 4.82
33 H -1.92 0.77 2.38
34 H -0.57 0.11 1.47
35 H -0.50 0.80 4.45
36 H 0.31 1.67 3.14
37 H 0.81 0.01 3.57
38 C -6.36 0.04 -0.80
39 C -5.21 -0.37 -1.70
40 O -3.98 0.27 -1.38
41 C -3.45 0.02 -0.09
42 C -3.13 -1.45 0.16
43 H -6.45 1.13 -0.76
44 H -7.30 -0.39 -1.16
45 H -6.20 -0.31 0.23
46 H -5.46 -0.08 -2.73
47 H -5.08 -1.46 -1.71
48 H -4.12 0.41 0.68
49 H -2.52 0.60 -0.01
50 H -4.03 -2.06 0.18
51 H -2.61 -1.57 1.12
52 H -2.49 -1.84 -0.64
53 C -4.39 -5.71 4.37
54 C -5.61 -4.80 4.32
55 O -5.48 -3.75 3.36
56 C -5.34 -4.15 2.00
57 C -6.52 -4.93 1.47
58 H -3.48 -5.13 4.51
59 H -4.49 -6.42 5.20
60 H -4.28 -6.29 3.45
61 H -5.72 -4.31 5.29
62 H -6.52 -5.37 4.14
63 H -4.40 -4.70 1.86
64 H -5.24 -3.23 1.41
65 H -6.61 -5.91 1.96
66 H -6.42 -5.12 0.39
67 H -7.46 -4.39 1.65
68 C 4.82 5.83 -1.96
69 C 5.08 5.26 -3.34
70 O 3.90 4.78 -3.99
71 C 2.87 5.73 -4.24
72 C 3.31 6.86 -5.16
73 H 4.28 5.11 -1.34
74 H 5.77 6.08 -1.47
75 H 4.22 6.74 -2.01
76 H 5.76 4.41 -3.25
77 H 5.59 5.99 -3.98
78 H 2.48 6.12 -3.29
79 H 2.05 5.18 -4.71
80 H 4.07 7.49 -4.69
81 H 2.46 7.49 -5.41
82 H 3.74 6.45 -6.08



Record 3
Molecular formula: C26H39NO23P
Method: DFT, the ωB97M-V functional and the def2-TZVPD basis

LUMO energy, eV: -4.24
Molar mass, g/mol: 764.56
Maximum force, eV Å⁻¹: 12.32
Frontier orbital gap, eV: 7.871
Net charge: +1
HOMO, eV: -12.11
Energy, eV: -85453.0628

Cartesian coordinates (Å):
1 C -1.10 6.99 -2.36
2 O -1.15 5.70 -3.07
3 C -1.61 4.61 -2.21
4 C -0.39 3.58 -1.73
5 C -0.62 3.03 -0.16
6 P 0.57 1.55 0.05
7 O 0.55 0.80 1.62
8 C -0.60 1.25 2.43
9 N -1.75 1.29 3.08
10 H -0.08 7.15 -1.76
11 H -1.17 7.92 -3.10
12 H -2.00 7.11 -1.59
13 H -2.13 4.97 -1.21
14 H -2.40 3.98 -2.83
15 H 0.62 4.19 -1.84
16 H -0.38 2.66 -2.46
17 H -1.76 2.77 -0.03
18 H -0.38 3.95 0.56
19 H 0.35 0.55 -0.98
20 H 1.92 2.07 -0.21
21 C -4.41 0.32 2.04
22 C -5.26 -0.84 2.45
23 O -6.55 -0.47 2.00
24 C -6.38 0.43 0.99
25 O -7.27 0.82 0.26
26 O -5.07 0.82 0.89
27 H -3.39 0.02 1.80
28 H -4.38 1.11 2.80
29 H -4.96 -1.77 1.96
30 H -5.25 -1.00 3.53
31 C -4.97 1.49 -1.96
32 C -5.78 0.45 -2.67
33 O -5.81 0.92 -4.01
34 C -4.72 1.73 -4.17
35 O -4.33 2.17 -5.24
36 O -4.11 1.98 -2.97
37 H -4.40 1.07 -1.13
38 H -5.59 2.31 -1.59
39 H -5.31 -0.54 -2.66
40 H -6.80 0.37 -2.27
41 C -5.25 5.05 3.29
42 C -3.87 5.37 3.79
43 O -3.04 4.55 2.99
44 C -3.73 4.28 1.85
45 O -3.25 3.73 0.86
46 O -5.03 4.69 1.94
47 H -5.92 5.91 3.36
48 H -5.69 4.20 3.82
49 H -3.60 6.42 3.62
50 H -3.75 5.14 4.85
51 C 3.12 -2.29 0.66
52 C 4.00 -3.03 -0.29
53 O 3.73 -2.42 -1.54
54 C 3.26 -1.17 -1.27
55 O 3.08 -0.30 -2.11
56 O 3.01 -1.01 0.06
57 H 3.55 -2.22 1.66
58 H 2.12 -2.73 0.73
59 H 5.06 -2.91 -0.06
60 H 3.77 -4.10 -0.33
61 C -4.92 -3.99 5.72
62 C -5.73 -5.03 5.01
63 O -5.75 -4.56 3.68
64 C -4.66 -3.75 3.52
65 O -4.28 -3.31 2.45
66 O -4.05 -3.50 4.72
67 H -4.34 -4.41 6.56
68 H -5.53 -3.16 6.10
69 H -5.25 -6.01 5.03
70 H -6.74 -5.11 5.41
71 C 9.11 -3.52 -0.47
72 C 9.01 -2.03 -0.43
73 O 7.77 -1.81 0.23
74 C 7.51 -2.92 0.97
75 O 6.62 -3.00 1.79
76 O 8.39 -3.93 0.68
77 H 10.15 -3.87 -0.41
78 H 8.64 -3.95 -1.35
79 H 9.81 -1.57 0.16
80 H 9.00 -1.59 -1.43
81 C 9.56 -4.62 -5.67
82 C 8.86 -5.23 -4.50
83 O 8.97 -4.23 -3.50
84 C 9.15 -3.04 -4.15
85 O 9.11 -1.95 -3.60
86 O 9.37 -3.23 -5.48
87 H 9.13 -4.94 -6.63
88 H 10.63 -4.83 -5.68
89 H 7.80 -5.41 -4.70
90 H 9.33 -6.16 -4.17



Record 4
Molecular formula: C7H19CeO2P
Method: DFT, the ωB97M-V functional and the def2-TZVPD basis

LUMO energy (spin up / spin down), eV: -4.33 / -4.31
Molar mass, g/mol: 306.32
2S+1: 2
Maximum force, eV Å⁻¹: 3.95
Frontier orbital gap (spin up / spin down), eV: 6.380 / 7.272
Net charge: +1
HOMO (spin up / spin down), eV: -10.71 / -11.59
Energy, eV: -33867.4378

Cartesian coordinates (Å):
1 Ce -0.17 -0.26 -0.39
2 H -0.91 1.15 1.21
3 H -0.24 1.42 1.18
4 P 2.29 0.93 -0.52
5 C 3.57 -0.04 0.32
6 H 4.49 0.45 -0.05
7 H 3.43 0.06 1.40
8 H 3.49 -1.08 0.01
9 C 2.48 0.78 -2.30
10 H 1.71 1.35 -2.84
11 H 3.49 1.21 -2.49
12 H 2.44 -0.27 -2.62
13 C 2.40 2.72 -0.05
14 H 2.29 2.76 1.04
15 H 3.40 2.96 -0.41
16 H 1.59 3.24 -0.56
17 C 0.65 -1.39 1.54
18 O 0.90 -2.21 2.29
19 H -0.66 1.17 -1.36
20 H 0.44 -1.50 -1.63
21 C -3.46 -2.64 0.38
22 C -3.28 -1.20 0.56
23 C -4.26 -0.16 0.93
24 O -2.13 -0.77 0.28
25 H -4.51 -2.83 0.59
26 H -2.79 -3.18 1.07
27 H -3.18 -2.93 -0.65
28 H -3.94 0.34 1.86
29 H -4.33 0.60 0.14
30 H -5.19 -0.69 1.06



Record 5
Molecular formula: C4H12
Method: DFT, the ωB97M-V functional and the def2-TZVPD basis

LUMO energy (spin up / spin down), eV: 4.40 / 4.58
Molar mass, g/mol: 60.14
2S+1: 2
Maximum force, eV Å⁻¹: 1.68
Frontier orbital gap (spin up / spin down), eV: 2.789 / 12.350
Net charge: -1
HOMO (spin up / spin down), eV: 1.61 / -7.77
Energy, eV: -4340.5837
Relative energy (zero: lowest compared OMol25 entry of this formula, charge and spin), eV: 0.4528

Cartesian coordinates (Å):
1 C -0.51 0.96 2.10
2 C 0.37 1.84 1.16
3 H -0.90 0.21 1.41
4 H 0.05 0.55 2.94
5 H -1.32 1.54 2.53
6 H 0.95 1.12 0.58
7 H 1.04 2.44 1.78
8 H -0.15 2.43 0.41
9 C 0.20 -1.34 -2.38
10 C -0.06 -1.46 -0.86
11 H -0.78 -1.25 -2.86
12 H 0.81 -0.49 -2.70
13 H 0.73 -2.23 -2.72
14 H 0.47 -0.71 -0.28
15 H 0.26 -2.43 -0.48
16 H -1.12 -1.25 -0.69



Record 6
Molecular formula: C2H8N2O2
Method: DFT, the ωB97M-V functional and the def2-TZVPD basis

LUMO energy, eV: 0.52
Molar mass, g/mol: 92.10
Maximum force, eV Å⁻¹: 3.83
Frontier orbital gap, eV: 10.083
HOMO, eV: -9.56
Energy, eV: -9278.6099
Relative energy (zero: lowest compared OMol25 entry of this formula, charge and spin), eV: 1.3007

Cartesian coordinates (Å):
1 N -0.88 0.60 -0.66
2 C 0.52 1.10 -0.92
3 C 1.67 0.29 -0.35
4 N 1.60 0.06 1.00
5 O 2.50 -0.24 -1.08
6 H -1.40 0.75 -1.50
7 H -1.34 1.17 0.01
8 H 0.46 1.98 -0.33
9 H 0.69 1.27 -1.98
10 H 0.98 0.72 1.54
11 H 2.00 -0.66 1.52
12 O -2.14 -2.65 1.03
13 H -2.82 -2.21 1.45
14 H -1.82 -2.19 0.28